1.
9
Properties=species:S:1:pos:R:3:forces:R:3 method="wB97M-V/def2-TZVPD" max_force_ha_per_bohr=0.07774 energy_ev=-43858.58270 de_lowest_kcal_mol=1.1 e_lumo_ev="-5.30 / -6.76" mol_weight_g_mol=126.00 multiplicity=4 gap_ev="8.21 / 6.62" charge=+1
C 0.982084 -0.326738 -2.040063 0.291 -0.264 -0.558
C 0.255973 -0.165360 -0.944055 -1.254 1.193 2.178
C -0.396654 0.173741 0.095989 2.364 -1.383 -2.912
C -1.117322 0.459751 1.186598 -1.265 0.390 2.827
O -0.709778 0.365657 2.429992 -1.984 1.154 -3.155
Co 0.567631 -0.489090 3.225775 1.718 -1.101 1.156
H 2.057360 -0.509716 -1.980699 -0.334 0.022 0.009
H 0.519009 -0.297141 -3.028915 0.109 0.004 0.301
H -2.158303 0.788898 1.055376 0.354 -0.014 0.155

2.
14
Properties=species:S:1:pos:R:3:forces:R:3 method="wB97M-V/def2-TZVPD" max_force_ha_per_bohr=0.01512 energy_ev=-8831.31556 de_lowest_kcal_mol=112.7 e_lumo_ev="-0.79 / -0.79" mol_weight_g_mol=97.12 gap_ev="8.45 / 8.45" charge=0
N 2.569878 -0.082323 0.521152 -0.558 -0.100 -0.243
C 1.419023 -0.141969 0.022958 0.662 0.095 0.396
O 0.698426 -1.186292 -0.493672 0.097 -0.037 0.010
C -0.465135 -0.343954 -0.768620 -0.415 0.045 -0.154
C -1.683090 -0.715705 0.036946 -0.046 -0.074 0.036
C -0.312643 1.699310 0.831454 0.332 -0.132 -0.094
C 0.308334 0.867853 -0.198470 -0.217 0.062 0.177
H 3.026255 -0.993241 0.522906 0.008 0.003 -0.004
H -0.658510 -0.344093 -1.843842 0.048 0.081 0.105
H -1.397774 -0.931535 1.071034 0.003 0.022 -0.068
H -2.214864 -1.578036 -0.365372 0.102 0.001 -0.029
H 0.484242 1.969550 1.552396 0.012 0.114 -0.204
H -2.354869 0.144501 0.061592 -0.019 -0.087 -0.056
H 0.580726 1.635937 -0.950460 -0.011 0.008 0.127

3.
12
Properties=species:S:1:pos:R:3:forces:R:3 method="wB97M-V/def2-TZVPD" max_force_ha_per_bohr=0.10271 energy_ev=-19606.70474 de_lowest_kcal_mol=133.9 e_lumo_ev=-0.13 mol_weight_g_mol=119.14 gap_ev=9.85 charge=0
C -0.447633 -1.525228 0.833376 -0.401 -0.884 -0.484
C -0.467864 -0.741162 -0.458096 1.415 -1.803 1.482
C 0.723272 -1.009817 0.095728 -1.592 0.689 -1.207
N -0.410036 1.756382 -1.337720 -0.313 -0.691 2.555
O 1.574445 1.364390 0.182500 4.093 0.666 0.703
O -0.644483 1.442745 1.148617 -1.020 -0.276 1.669
S 0.201545 1.356700 0.035077 -3.885 1.467 -3.263
H -0.900811 -1.168198 1.736205 0.348 0.834 0.465
H -0.605066 -2.592475 0.755587 -0.031 -0.306 -0.167
H -1.092022 -0.444086 -1.257154 -0.252 0.042 -0.559
H 1.755345 -0.764920 -0.052292 0.286 -0.582 0.303
H 0.313307 2.325669 -1.681828 1.351 0.843 -1.497